Below is a gas-phase ion, C6H9N2O2 (charge -1) at a distorted geometry, with properties calculated with ωB97M-V/def2-TZVPD.

```
19
Properties=species:S:1:pos:R:3:mulliken_charge:R:1
O 1.1292 -1.8174 2.5808 -0.7737
O 0.9416 -2.7802 0.5579 -0.7538
N 1.7576 -0.6497 -0.6766 -0.6224
N 1.4715 -0.5717 0.7171 -0.1061
C -2.0208 1.1910 0.4515 -0.3951
C -0.4758 0.4504 -0.7368 0.5798
C 0.6720 -0.0796 -1.5181 -0.7966
C -1.7089 0.0320 -0.4549 -0.5527
C -0.5821 1.6739 0.1404 -0.6699
C 1.1515 -1.8532 1.3496 0.6169
H 1.1238 0.7380 -2.1042 0.2445
H -2.2854 -0.8357 -0.7219 0.3943
H 1.7602 -1.6713 -0.8362 0.3797
H -0.5016 2.6390 -0.3610 0.2779
H 0.0858 1.6405 0.9994 0.2103
H -2.1831 0.9234 1.4957 0.2472
H 2.1819 -0.0497 1.2174 0.2196
H -2.8188 1.8589 0.1175 0.2400
H 0.3017 -0.8387 -2.2174 0.2600
```

Output
Structure (SMILES): O=C([O-])NNCC1=CCC1
HOMO energy, eV: -4.108
Energy, eV: -13442.7364
Energy above the lowest of the compared OMol25 structures with the same formula, charge and spin, kcal/mol: 69.8
Net charge: -1
Gap between HOMO and LUMO, eV: 7.96

***

Below is 2 unconnected molecules or ions with the total composition C6H9N2O2 at a distorted geometry, with properties calculated with ωB97M-V/def2-TZVPD.

```
19
Properties=species:S:1:pos:R:3:mulliken_charge:R:1
O 1.0373 0.5054 2.4710 -0.7150
O -0.7660 0.3528 3.8047 -0.7396
N -1.0535 -1.5108 -1.6892 -0.0607
N 0.4334 -0.0119 -2.4119 -0.6801
C -0.1807 0.6347 2.7396 0.4933
C -0.6851 -0.6322 -2.6910 -0.2102
C -0.0979 -1.3905 -0.7067 -0.7099
C 0.8035 -0.4809 -1.1533 0.7745
C 1.9007 0.2096 -0.4606 -0.8333
C -1.0978 1.3850 1.6711 -0.6452
H -2.0133 1.6649 2.1775 0.3220
H -1.2453 -0.6226 -3.6128 0.3793
H 1.9438 1.2392 -0.8022 0.2844
H 1.8201 0.1529 0.6459 0.2008
H -0.0204 -2.0139 0.1648 0.4445
H 2.8982 -0.2336 -0.6324 0.2665
H -1.9241 -1.9987 -1.7506 0.1788
H -0.3999 2.1347 1.2979 0.2231
H -1.3529 0.6159 0.9383 0.0269
```

Output
HOMO energy, eV: -3.886
Energy, eV: -13444.4589
Energy above the lowest of the compared OMol25 structures with the same formula, charge and spin, kcal/mol: 30.1
Net charge: -1
Gap between HOMO and LUMO, eV: 7.08

***

Below is 2 unconnected molecules or ions with the total composition C6H9N2O2 at a distorted geometry, with properties calculated with ωB97M-V/def2-TZVPD.

```
19
Properties=species:S:1:pos:R:3:mulliken_spin:R:1
O 2.6272 1.2011 2.3956 0.0668
O 3.4156 -0.0294 0.7317 0.8119
N -0.7183 0.7592 -2.1235 0.0001
N -0.1791 0.1643 -0.0631 -0.0004
C 2.2977 -1.2693 2.3431 0.1342
C -1.8219 0.1448 -1.5787 0.0000
C -3.0716 0.2351 -2.2810 0.0000
C 2.8466 0.1150 1.7990 -0.0311
C -1.5006 -0.2504 -0.2903 -0.0001
C 0.2145 0.9419 -1.1492 -0.0001
H 1.0617 1.5266 -1.2093 -0.0003
H 2.3622 -1.0030 3.3607 0.0171
H -1.9961 -0.6114 0.4454 0.0000
H 2.9708 -2.0361 2.1690 0.0043
H -2.7798 0.3870 -3.3704 0.0000
H -3.8043 -0.4924 -2.2508 0.0000
H 0.2822 0.3442 1.0391 0.0006
H 1.3537 -1.3320 1.8728 -0.0031
H -3.5604 1.2047 -1.8402 0.0000
```

Output
2S+1: 2
HOMO energy (spin up / spin down), eV: -8.445 / -8.444
Energy, eV: -13438.9885
Energy above the lowest of the compared OMol25 structures with the same formula, charge and spin, kcal/mol: 65.4
Net charge: 0
Gap between HOMO and LUMO (spin up / spin down), eV: 8.96 / 4.76